(1)
The following is a quantum chemistry calculation of one molecule with the formula C2N2O5S at a distorted geometry, from the Open Molecules 2025 dataset.

Properties
Orbital gap   0.3795 hartree
Highest occupied orbital energy   -0.395 hartree

```
10
Properties=species:S:1:pos:R:3:forces:R:3:nbo_charge:R:1
C -1.0993 0.3329 -0.3485 -1.16 1.19 1.56 0.8180
C 0.6144 -1.0430 2.1801 -0.37 0.80 -0.81 0.8328
N 0.2330 0.7466 -0.4310 -1.24 -0.64 -1.66 -0.3492
N 1.1118 -0.3713 1.3247 1.50 -0.31 -1.01 -0.3279
O 0.3043 -1.9011 2.8795 -0.50 -0.86 1.28 -0.4735
O -1.8758 0.3344 0.5547 0.64 -0.48 -0.57 -0.5227
O 1.0903 0.8025 0.6135 -0.53 0.08 0.64 -0.1083
O 0.7110 1.0571 -2.9721 -0.29 0.99 -0.94 -0.8323
O -1.3534 0.0220 -1.6759 0.72 0.57 0.26 -0.6483
S 0.2638 0.0197 -2.1251 1.24 -1.33 1.26 1.6115
```
Forces are in eV/Å.


(2)
The following is a quantum chemistry calculation of an isolated ion of composition C2N5 and charge -1 at a distorted geometry, from the Open Molecules 2025 dataset.

Properties
Orbital gap   0.3209 hartree
Highest occupied orbital energy   -0.142 hartree
Total charge   -1

```
7
Properties=species:S:1:pos:R:3:forces:R:3:nbo_charge:R:1
C 0.6716 0.6865 -0.0013 -0.54 0.83 -0.23 0.1048
C 1.2142 -0.6220 0.0081 0.96 -1.04 -0.18 0.2509
N 1.0755 1.7625 -0.3323 0.43 0.23 -0.21 -0.5048
N -0.7936 0.4630 0.6775 0.83 1.06 1.94 -0.4012
N 1.7228 -1.6556 -0.0228 -0.10 -0.03 0.04 -0.3980
N -2.5406 -0.5736 -0.4297 -0.18 -0.15 -0.18 -0.2934
N -1.6633 -0.0716 0.0993 -1.40 -0.91 -1.18 0.2417
```
Forces are in eV/Å.


(3)
The following is a quantum chemistry calculation of a 2-piece molecular cluster, C2NO4S overall at a distorted geometry, from the Open Molecules 2025 dataset.

Properties
Orbital gap (alpha / beta)   0.2566 / 0.2573 hartree
Highest occupied orbital energy (alpha / beta)   -0.138 / -0.137 hartree
Total charge   -1

```
8
Properties=species:S:1:pos:R:3:forces:R:3:nbo_charge:R:1
C -0.8468 -1.0965 -0.1252 1.08 1.95 -1.63 0.8878
C 1.6340 0.6390 0.0951 0.44 -0.31 -0.25 1.0524
N -1.6451 0.3001 0.3557 0.04 0.76 -0.32 -0.6530
O 1.5077 0.3725 1.2071 -0.44 -0.22 1.35 -0.5491
O -1.2251 -2.0156 0.5228 -0.70 -1.41 1.12 -0.6694
O -0.0481 -0.8993 -1.0514 -0.76 -0.07 0.76 -0.7443
O 1.9230 0.9077 -0.9810 0.45 0.73 -1.26 -0.5245
S -1.2998 1.7921 -0.0229 -0.11 -1.44 0.24 0.2001
```
Forces are in eV/Å.


(4)
The following is a quantum chemistry calculation of a 2-piece molecular cluster, C2O2S2 overall at a distorted geometry, from the Open Molecules 2025 dataset.

Properties
Orbital gap   0.4120 hartree
SMILES   O=C=S.O=C=S
Highest occupied orbital energy   -0.394 hartree

```
6
Properties=species:S:1:pos:R:3:forces:R:3:nbo_charge:R:1
C 2.0288 0.1302 0.0481 2.90 1.98 2.02 0.3809
C -1.8782 -0.1006 0.0508 -0.41 -0.89 0.39 0.4349
O 2.7922 0.8155 0.5796 -0.15 0.69 -0.18 -0.4547
O -1.7027 -1.1507 0.5104 -0.05 0.76 -0.27 -0.4607
S -2.2202 1.2874 -0.5667 0.18 0.13 -0.04 0.0248
S 1.1626 -0.9424 -0.5171 -2.48 -2.67 -1.92 0.0748
```
Forces are in eV/Å.


(5)
The following is a quantum chemistry calculation of a 2-piece molecular cluster, C2O2S2 overall at a distorted geometry, from the Open Molecules 2025 dataset.

Properties
Multiplicity   3
Orbital gap (alpha / beta)   0.2395 / 0.2329 hartree
Highest occupied orbital energy (alpha / beta)   -0.246 / -0.371 hartree
Expectation value of S²   2.005

```
6
Properties=species:S:1:pos:R:3:forces:R:3:nbo_charge:R:1
C -1.8332 0.0376 -0.1777 -1.26 0.56 -0.41 0.9921
C 1.8672 0.0041 0.2458 0.43 1.28 -0.19 -0.7145
O -2.3534 -0.9761 -0.1774 -0.65 -2.69 0.23 -0.5124
O -1.5284 1.1332 -0.2527 1.15 2.58 -0.01 -0.5085
S 3.2941 0.5803 -0.0305 1.40 0.27 -0.14 0.3821
S 0.5538 -0.7792 0.3924 -1.07 -2.00 0.52 0.3611
```
Forces are in eV/Å.


(6)
The following is a quantum chemistry calculation of a 3-piece molecular cluster, C2O5S overall at a distorted geometry, from the Open Molecules 2025 dataset.

Properties
Orbital gap   0.3980 hartree
Highest occupied orbital energy   -0.443 hartree

```
8
Properties=species:S:1:pos:R:3:forces:R:3:nbo_charge:R:1
C -2.3459 0.3550 -0.2077 -1.26 -3.42 -0.64 1.0213
C 0.6124 -1.2468 0.3735 -0.19 -1.20 -0.96 0.4684
O -2.9005 -0.6469 -0.3756 -0.62 -0.12 0.03 -0.5175
O 0.7229 -1.8217 -0.5960 -0.28 0.23 1.14 -0.4773
O 3.0654 0.6859 1.0637 0.01 0.39 0.51 -0.8248
O 1.6694 0.6315 -0.8770 -0.34 0.72 -0.90 -0.8408
O -1.7017 1.2662 -0.0648 1.91 3.54 0.62 -0.5048
S 1.9704 1.2739 0.3565 0.76 -0.15 0.19 1.6755
```
Forces are in eV/Å.